# 1
Below is a 3-piece molecular cluster, C4H15NO2S overall, with properties calculated with the ωB97M-V functional and the def2-TZVPD basis.

Each line ends with the Löwdin spin population.
Geometry (Å):
C -1.521 1.023 -2.044  0.05
N -0.807 1.400 -0.835  0.32
C -0.509 0.238 0.081  0.04
C 0.233 1.039 1.194  0.03
S 1.156 -0.325 2.199  0.45
C -1.768 -0.605 0.577  0.03
H -2.331 0.217 -1.878  0.02
H -1.793 1.915 -2.731  0.00
H -0.806 0.434 -2.619  0.01
H -1.107 2.390 -0.533  0.01
H 0.290 -0.338 -0.306  0.01
H 0.878 1.915 0.825  0.00
H -0.200 1.851 1.727  0.00
H 2.324 -0.219 1.653  0.02
H -1.516 -1.204 1.429  0.00
H -2.674 -0.124 1.001  0.00
H -1.913 -1.346 -0.276  0.00
H -0.128 -2.884 -1.507  0.00
H -0.760 -1.627 -1.977  0.00
O -0.984 -2.499 -1.933  0.00
H 2.523 1.227 -1.021  0.00
H 2.635 -0.143 -1.466  0.00
O 2.625 0.395 -0.630  0.00

- E_HOMO (alpha / beta): -0.537 / -0.465 Ha
- Kohn-Sham gap (alpha / beta): 11.53 / 4.04 eV
- Charge: +1
- Spin multiplicity: 2
- Energy above the lowest of the compared OMol25 structures with the same formula, charge and spin: 246.9 kJ/mol

---

# 2
Below is a 3-piece molecular cluster, C4H15NO3 overall, with properties calculated with the ωB97M-V functional and the def2-TZVPD basis.

Each line ends with the Löwdin charge.
Geometry (Å):
C -0.270 -2.530 -1.284  -0.12
N -0.589 -1.211 -1.794  -0.13
C 0.288 -0.098 -1.495  -0.17
C -0.208 0.778 -0.311  -0.38
C -1.677 0.934 -0.036  -0.05
O 0.524 0.438 0.909  -0.10
H -0.407 -3.263 -2.081  0.07
H 0.717 -2.545 -0.830  0.08
H -1.003 -2.836 -0.519  0.07
H -1.293 -1.100 -2.500  0.11
H 0.346 0.598 -2.329  0.12
H 1.269 -0.476 -1.261  0.11
H 0.189 1.774 -0.500  0.12
H -1.756 1.174 1.017  0.08
H -2.350 0.095 -0.198  0.07
H -2.141 1.797 -0.522  0.08
H 0.148 -0.404 1.187  0.09
O -0.137 0.462 3.756  -0.05
H 0.016 -0.474 3.900  0.03
H 0.700 0.930 3.803  0.04
O 2.887 1.822 0.296  -0.07
H 2.096 1.401 0.678  -0.01
H 2.650 2.736 0.115  0.03

- SMILES: CNC[C@@H](C)O.O.O
- E_HOMO: -0.302 Ha
- Kohn-Sham gap: 8.87 eV
- Charge: 0
- Energy above the lowest of the compared OMol25 structures with the same formula, charge and spin: 126.2 kJ/mol

---

# 3
Below is a 4-piece molecular cluster, C4H15NO3 overall, with properties calculated with the ωB97M-V functional and the def2-TZVPD basis.

Each line ends with the Löwdin charge.
Geometry (Å):
C -1.176 0.259 1.261  -0.02
C -0.874 1.111 0.275  -0.42
N -1.881 1.408 -0.626  0.11
C 0.529 1.479 -0.077  -0.18
C 1.443 1.594 1.142  -0.09
H -0.522 -0.245 1.892  0.01
H -2.215 0.262 1.696  0.09
H -1.798 1.918 -1.437  0.06
H -2.875 1.396 -0.400  0.11
H 0.556 2.362 -0.681  0.11
H 0.957 0.716 -0.730  0.10
H 1.260 2.258 1.926  0.05
H 1.356 0.673 1.653  0.04
H 2.425 1.973 0.763  0.10
O -0.677 -1.657 -1.567  -0.15
H -0.972 -1.074 -0.741  0.07
H -0.377 -2.498 -1.100  0.05
O -0.282 -2.615 1.087  -0.09
H 0.079 -1.711 1.321  0.03
H 0.007 -3.170 1.853  0.07
O 1.804 -1.086 -2.546  -0.10
H 0.906 -1.583 -2.743  0.08
H 2.331 -1.769 -2.224  -0.02

- SMILES: C=C(N)CC.O.O.O
- E_HOMO: -0.303 Ha
- Kohn-Sham gap: 8.81 eV
- Charge: 0
- Energy above the lowest of the compared OMol25 structures with the same formula, charge and spin: 198.6 kJ/mol

---

# 4
Below is a 4-piece molecular cluster, C4H15NO3 overall, with properties calculated with the ωB97M-V functional and the def2-TZVPD basis.

Each line ends with the Löwdin charge.
Geometry (Å):
C -1.414 0.752 1.583  -0.03
C -1.587 -0.555 1.331  -0.16
C -0.374 -1.405 1.054  -0.20
C -0.458 -2.207 -0.272  -0.27
N 0.065 -1.471 -1.400  0.00
H -0.526 1.290 1.886  0.07
H -2.326 1.317 1.784  0.06
H -2.574 -0.865 1.011  0.10
H 0.505 -0.787 0.999  0.07
H -0.349 -2.151 1.864  0.11
H -1.515 -2.398 -0.478  0.10
H 0.082 -3.142 -0.162  0.11
H -0.389 -0.623 -1.656  0.05
H 1.068 -1.389 -1.466  0.07
O -1.462 2.628 -1.053  -0.05
H -1.502 2.346 -1.958  0.02
H -1.294 1.845 -0.519  -0.01
O 2.945 -0.073 0.543  -0.06
H 2.004 0.024 0.408  -0.03
H 3.124 0.638 1.161  0.04
O 1.857 1.791 -1.342  -0.07
H 2.793 2.028 -1.480  0.05
H 1.327 2.407 -1.838  0.02

- SMILES: C=CCCN.O.O.O
- E_HOMO: -0.326 Ha
- Kohn-Sham gap: 9.39 eV
- Charge: 0
- Energy above the lowest of the compared OMol25 structures with the same formula, charge and spin: 147.0 kJ/mol